P | {"formula": "C3H5FN2S", "method": "ωB97M-V/def2-TZVPD", "spin_multiplicity": 1, "homo_energy_ha": [-0.304, -0.304], "elements": ["C", "C", "C", "N", "N", "F", "S", "H", "H", "H", "H", "H"], "coordinates": [[-0.487, 0.470, 0.609], [1.675, -1.634, -1.467], [-1.308, 1.332, 1.559], [0.519, -1.509, -1.971], [-0.373, -0.558, -1.872], [2.268, -0.716, -0.615], [-0.673, 0.655, -0.951], [0.198, -0.349, 1.060], [2.419, -2.352, -1.462], [-2.355, 0.990, 1.490], [-1.129, 2.343, 1.135], [-0.754, 1.329, 2.486]], "mulliken_charge": [0.03, 0.06, -0.89, -0.27, -0.23, -0.27, 0.06, 0.22, 0.41, 0.31, 0.28, 0.29]}

Q | {"formula": "C3H5FN2S", "method": "ωB97M-V/def2-TZVPD", "spin_multiplicity": 1, "smiles": "NN1C[C@@H](F)C1=S", "homo_energy_ha": -0.320, "elements": ["C", "C", "C", "H", "H", "H", "H", "H", "N", "N", "F", "S"], "coordinates": [[1.320, -0.092, -0.286], [0.288, -1.350, -0.414], [-0.898, -0.450, -0.178], [-0.653, 1.976, 1.512], [-1.394, 2.180, -0.071], [2.003, 0.386, -1.017], [1.778, -0.189, 0.626], [0.293, -2.113, -1.312], [-0.500, 1.866, 0.362], [-0.031, 0.614, -0.011], [0.250, -2.092, 0.828], [-2.456, -0.737, -0.039]], "mulliken_charge": [-0.55, 0.27, 0.06, 0.27, 0.27, 0.26, 0.28, 0.28, -0.83, 0.34, -0.29, -0.35]}

Result of the stability comparison: Q is the most stable of them.

P | {"formula": "C8H11O3", "method": "ωB97M-V/def2-TZVPD", "spin_multiplicity": 1, "smiles": "C=C[C@](C)(C(=O)[O-])[C@]1(C)CO1", "homo_energy_ha": -0.148, "total_charge": -1, "elements": ["C", "C", "C", "C", "C", "C", "C", "C", "O", "O", "O", "H", "H", "H", "H", "H", "H", "H", "H", "H", "H", "H"], "coordinates": [[0.089, -2.819, 0.443], [-0.194, -1.531, 0.637], [1.868, -0.146, 0.413], [-1.382, 1.128, 1.362], [-0.731, 0.997, 0.098], [-0.227, 2.226, -0.575], [0.172, -0.623, -1.640], [0.251, -0.359, -0.121], [1.877, 0.156, 1.580], [2.760, -0.241, -0.422], [-2.074, 0.778, 0.190], [0.088, -3.467, 1.310], [0.642, -2.984, -0.458], [-0.492, -1.316, 1.673], [-1.175, 0.369, 2.130], [-1.693, 2.117, 1.894], [-0.458, 3.175, -0.055], [-0.714, 2.285, -1.589], [0.931, 2.230, -0.694], [0.415, 0.278, -2.287], [0.860, -1.354, -2.003], [-0.812, -0.899, -1.886]], "mulliken_charge": [-0.86, -0.54, 0.48, -0.83, 1.72, -1.55, -2.02, 1.60, -0.68, -0.73, -0.61, 0.28, 0.28, -0.08, 0.08, 0.23, 0.39, 0.28, 0.29, 0.33, 0.46, 0.49]}

Q | {"formula": "C8H11O3", "method": "ωB97M-V/def2-TZVPD", "spin_multiplicity": 1, "homo_energy_ha": -0.137, "total_charge": -1, "elements": ["C", "C", "C", "C", "C", "C", "C", "C", "O", "O", "O", "H", "H", "H", "H", "H", "H", "H", "H", "H", "H", "H"], "coordinates": [[-0.532, 0.537, 0.591], [-1.346, 0.791, -0.597], [0.471, 1.355, 1.088], [-0.875, -0.856, 1.162], [-2.298, -0.406, -0.847], [-1.601, -1.581, -0.030], [2.798, -0.212, -0.208], [2.435, 0.333, -1.669], [1.007, 2.343, 0.518], [-1.516, 1.838, -1.216], [1.696, 1.366, -1.696], [-0.124, -1.517, 1.523], [-1.605, -0.680, 2.055], [-3.237, -0.173, -0.397], [-2.408, -0.598, -1.854], [-0.847, -2.311, -0.664], [-2.395, -2.277, 0.399], [2.779, 0.569, 0.488], [3.821, -0.663, -0.245], [2.002, -0.893, 0.277], [0.605, 1.338, 2.220], [1.172, 1.696, -0.898]], "mulliken_charge": [0.61, 0.40, -0.52, -0.78, -0.71, -0.48, -0.56, -0.37, -0.68, -0.72, -0.14, 0.37, 0.27, 0.25, 0.39, 0.25, 0.24, 0.23, 0.38, 0.03, 0.22, 0.33]}

Result of the stability comparison: P is the most stable of them.